1.
{
  "formula": "C20H27N4OSV",
  "method": "wB97M-V/def2-TZVPD",
  "homo_lumo_gap_ev": [5.6641, 5.6694],
  "charge": 4,
  "elements": ["V", "C", "C", "C", "C", "C", "H", "H", "H", "H", "H", "C", "C", "C", "O", "C", "H", "H", "H", "H", "H", "H", "H", "H", "N", "C", "C", "C", "C", "C", "N", "H", "H", "H", "H", "H", "H", "C", "C", "C", "C", "N", "C", "S", "N", "C", "H", "H", "H", "H", "H", "H", "H", "H"],
  "xyz": [[0.10391, 1.08661, 0.03504], [0.53902, 2.60032, 1.68203], [1.75013, 2.48328, 0.91666], [2.19889, 1.15681, 1.00206], [1.36474, 0.45204, 1.90215], [0.31334, 1.33175, 2.26649], [-0.04912, 3.50208, 1.74922], [2.18560, 3.28183, 0.33596], [3.07788, 0.75707, 0.50476], [1.56864, -0.56123, 2.16932], [-0.37683, 1.06277, 3.05174], [0.77589, 2.73219, -3.70908], [1.97142, 1.78443, -3.63788], [1.60603, 0.81185, -2.56481], [0.84294, 1.72926, -1.56488], [0.52964, 3.06753, -2.26693], [0.00945, 2.16158, -4.18663], [0.92324, 3.67671, -4.16643], [2.94537, 2.26091, -3.48024], [2.12237, 1.20402, -4.52989], [2.40417, 0.32800, -2.03834], [0.88504, 0.10261, -2.92897], [1.23258, 3.78958, -1.89926], [-0.51097, 3.23293, -1.95590], [-2.63047, 2.56258, 2.15116], [-2.74168, 2.38447, 0.83514], [-3.90877, 2.89861, 0.17887], [-4.16329, 2.48092, -1.10596], [-3.34629, 1.52057, -1.71072], [-2.15519, 1.22595, -1.13545], [-1.77114, 1.69295, 0.09751], [-3.30384, 3.11939, 2.67777], [-1.86460, 2.13277, 2.67907], [-4.53529, 3.48919, 0.74973], [-5.05025, 2.82223, -1.65804], [-3.64232, 1.04154, -2.63980], [-1.42318, 0.62259, -1.63393], [-0.32375, -5.98725, -0.01324], [0.24844, -4.82522, 0.60090], [0.84309, -4.84473, 1.84259], [1.37510, -3.64741, 2.45204], [1.18519, -2.46904, 1.74597], [0.58404, -2.53085, 0.61214], [0.10600, -1.06909, -0.29967], [0.14822, -3.64414, -0.01890], [2.11682, -3.69142, 3.73576], [-0.68582, -5.77261, -1.06140], [-1.16868, -6.32006, 0.54617], [0.33813, -6.86482, -0.05091], [0.92178, -5.74476, 2.33869], [-0.47539, -3.61171, -0.80112], [1.61775, -2.95084, 4.33912], [3.17685, -3.33674, 3.67428], [2.11514, -4.71800, 4.18602]],
  "forces_ev_per_a": [[0.351, 0.352, 1.244], [0.734, -0.353, -0.711], [-0.872, 0.203, -0.068], [0.448, 0.346, -0.331], [-0.323, 0.734, -0.701], [0.186, -0.520, 0.833], [-0.117, 0.044, 0.205], [0.084, 0.014, -0.064], [-0.120, 0.024, 0.062], [-0.313, -0.478, 0.468], [-0.306, -0.002, -0.170], [0.553, -0.669, 0.894], [1.137, 0.327, -0.089], [-0.249, 1.067, -0.161], [0.127, -0.585, -0.303], [-1.042, -1.186, 0.176], [-1.049, 0.116, -0.194], [0.394, 0.681, -1.091], [-0.278, 0.152, 0.315], [-0.169, -0.132, -0.736], [0.403, -0.059, 0.356], [-0.484, -0.373, 0.098], [0.250, 0.349, 0.360], [0.377, 0.432, -0.292], [1.198, -0.360, 0.081], [-0.461, 0.248, 0.079], [2.044, -1.839, -1.575], [-1.228, 0.726, 0.889], [1.009, -0.666, -0.753], [-0.948, 0.285, -0.268], [0.293, 0.262, 1.101], [0.141, -0.227, -0.255], [-0.930, 0.488, -0.340], [-1.333, 1.276, 0.828], [0.321, -0.074, 0.435], [0.180, 0.232, 0.032], [0.195, -0.539, -0.529], [-0.464, -1.027, -2.555], [0.595, -0.109, 1.125], [0.987, 3.230, 0.430], [-0.353, -1.916, -2.048], [0.213, -0.969, 0.500], [-0.090, 0.517, 0.036], [-0.300, 0.496, -0.132], [0.087, 0.611, 0.974], [0.412, -0.298, -0.172], [0.416, -0.339, 1.021], [-0.838, -0.234, 0.594], [0.101, 0.395, 0.031], [0.207, -1.823, 1.047], [-0.103, 0.264, -0.865], [-0.159, 0.105, 0.869], [-0.766, -0.299, -0.342], [-0.147, 1.098, -0.335]]
}


2.
{
  "formula": "C20H27N5O3S2",
  "method": "wB97M-V/def2-TZVPD",
  "homo_lumo_gap_ev": 7.8778,
  "smiles": "CCCCC(=O)Nc1nnc(SCC(=O)N2CCN(c3ccccc3OC)CC2)s1",
  "elements": ["C", "C", "C", "C", "C", "O", "N", "C", "N", "N", "C", "S", "C", "C", "O", "N", "C", "C", "N", "C", "C", "C", "C", "C", "C", "O", "C", "C", "C", "S", "H", "H", "H", "H", "H", "H", "H", "H", "H", "H", "H", "H", "H", "H", "H", "H", "H", "H", "H", "H", "H", "H", "H", "H", "H", "H", "H"],
  "xyz": [[-5.12751, -2.26469, -3.00596], [-5.12847, -3.14443, -1.76093], [-5.80482, -2.48327, -0.56186], [-5.05718, -1.24338, -0.07693], [-5.64432, -0.70809, 1.19207], [-6.56957, -1.18198, 1.80090], [-5.05087, 0.44684, 1.70238], [-4.01829, 1.18137, 1.22003], [-3.32044, 0.94365, 0.16577], [-2.36642, 1.83650, -0.06921], [-2.30798, 2.78954, 0.79837], [-1.17876, 4.09627, 0.78669], [-0.37907, 3.85253, -0.84215], [1.13658, 3.75926, -0.70838], [1.83188, 4.67501, -1.10679], [1.64872, 2.66078, -0.12307], [0.95234, 1.45971, 0.27583], [1.52824, 0.26016, -0.50447], [2.95782, 0.13289, -0.36859], [3.50169, -0.63030, 0.66458], [2.74649, -1.07793, 1.74575], [3.28569, -1.89167, 2.72837], [4.60860, -2.26999, 2.65853], [5.38347, -1.85181, 1.58652], [4.84948, -1.05754, 0.58664], [5.55980, -0.66019, -0.51880], [6.86539, -1.14934, -0.69546], [3.60973, 1.35803, -0.78091], [3.08728, 2.54771, 0.03357], [-3.50616, 2.65485, 2.07970], [-6.13982, -1.94954, -3.24930], [-4.72824, -2.81484, -3.85490], [-4.51391, -1.37964, -2.85979], [-4.10002, -3.40334, -1.49950], [-5.65621, -4.07396, -1.98438], [-6.82717, -2.20478, -0.82296], [-5.86376, -3.19814, 0.26086], [-5.07974, -0.44977, -0.82501], [-4.00389, -1.47245, 0.10109], [-5.47903, 0.78242, 2.55787], [-0.83535, 2.97852, -1.30035], [-0.59684, 4.74655, -1.42664], [-0.11505, 1.52648, 0.07908], [1.10707, 1.31673, 1.35201], [1.03755, -0.66260, -0.19580], [1.31760, 0.41729, -1.56921], [1.71048, -0.79217, 1.83479], [2.66539, -2.21645, 3.55007], [5.04616, -2.89438, 3.42198], [6.41166, -2.17223, 1.53393], [6.88578, -2.24322, -0.72843], [7.19567, -0.75492, -1.65558], [7.54198, -0.79576, 0.09003], [4.68518, 1.26928, -0.65794], [3.38979, 1.52365, -1.84087], [3.53648, 3.48052, -0.30840], [3.31488, 2.39627, 1.09515]],
  "forces_ev_per_a": [[0.090, -0.212, 0.133], [-0.181, 0.187, -0.004], [0.225, -0.026, 0.095], [-0.436, -0.566, -0.215], [0.191, 0.093, -0.128], [-0.175, -0.137, 0.054], [-0.537, 0.080, 0.743], [0.761, 1.005, 0.131], [-1.148, -1.212, 0.152], [1.005, 1.196, -0.149], [-0.379, -0.226, 0.251], [0.347, 0.344, -0.048], [-0.143, 0.238, 0.156], [-0.346, 0.014, 0.020], [0.034, 0.346, -0.172], [0.296, -0.194, 0.115], [-0.167, -0.377, -0.112], [-0.282, 0.100, 0.218], [-0.005, -0.226, -0.313], [0.111, -0.088, 0.009], [0.024, 0.070, -0.092], [0.085, -0.118, 0.112], [-0.101, -0.024, 0.072], [0.148, 0.059, -0.127], [0.112, 0.062, -0.045], [-0.495, -0.054, 0.228], [0.230, -0.071, -0.029], [0.181, 0.458, 0.246], [0.350, 0.076, -0.273], [0.171, -0.547, -0.783], [-0.112, 0.076, -0.070], [0.033, 0.035, -0.129], [0.051, 0.143, -0.054], [0.032, -0.103, 0.021], [0.070, -0.052, 0.030], [-0.074, -0.050, 0.043], [-0.099, 0.022, -0.005], [0.135, 0.002, 0.046], [0.024, 0.106, -0.061], [-0.013, -0.199, -0.188], [0.016, 0.001, -0.026], [0.090, -0.175, 0.005], [0.078, 0.032, 0.036], [-0.086, -0.006, -0.042], [-0.010, 0.006, -0.040], [-0.067, -0.016, 0.055], [-0.076, 0.083, -0.044], [-0.052, -0.026, 0.068], [0.039, -0.056, 0.067], [0.099, -0.003, -0.059], [-0.002, 0.040, 0.020], [0.032, -0.054, 0.074], [-0.039, -0.038, -0.026], [-0.090, 0.052, -0.065], [0.054, 0.042, 0.021], [-0.017, -0.117, 0.103], [0.022, 0.007, -0.029]]
}


no.,calculated total energy (Ha)
1,-2413.158248
2,-2074.184510